(1)
The following is a quantum chemistry calculation of an isolated ion of composition C26H51N3O3PS and charge +1 at a distorted geometry, from the Open Molecules 2025 dataset.

CARTESIAN COORDINATES (ANGSTROEM)
1 C 1.477 -4.055 0.183
2 O 2.771 -4.384 0.654
3 C 3.351 -3.401 1.497
4 C 4.367 -2.470 0.776
5 C 3.940 -2.092 -0.666
6 C 4.769 -0.927 -1.252
7 C 4.583 0.436 -0.496
8 C 4.454 1.650 -1.479
9 C 3.056 2.306 -1.524
10 C 1.936 1.371 -2.062
11 C 1.126 0.647 -0.937
12 C 0.482 1.667 0.035
13 N -0.992 1.583 0.245
14 C -1.357 2.678 1.220
15 C -0.796 2.569 2.645
16 C 0.532 3.376 2.899
17 N 1.571 2.385 3.291
18 C -1.628 2.031 -1.032
19 C -3.158 1.718 -1.097
20 P -3.641 2.400 -2.765
21 S -2.707 1.573 -4.252
22 C -3.518 0.206 -0.843
23 C -4.413 -0.482 -1.899
24 C -5.324 -1.614 -1.325
25 N -5.932 -2.350 -2.136
26 C -2.188 -0.558 -0.518
27 C -2.374 -2.066 -0.269
28 C -2.356 -2.858 -1.618
29 O -1.320 -2.911 -2.203
30 C -1.527 0.229 0.679
31 C -0.585 -0.576 1.565
32 C -1.258 -1.047 2.932
33 C -2.766 -1.341 2.900
34 O -1.720 -2.382 2.962
35 H 0.941 -3.356 0.845
36 H 1.518 -3.657 -0.845
37 H 0.864 -4.972 0.135
38 H 2.610 -2.798 2.057
39 H 3.924 -3.949 2.266
40 H 5.340 -2.985 0.737
41 H 4.486 -1.549 1.371
42 H 4.003 -2.982 -1.310
43 H 2.869 -1.822 -0.610
44 H 5.824 -1.242 -1.166
45 H 4.583 -0.803 -2.331
46 H 5.531 0.592 0.047
47 H 3.800 0.397 0.276
48 H 5.142 2.429 -1.110
49 H 4.803 1.332 -2.471
50 H 3.127 3.149 -2.236
51 H 2.800 2.773 -0.557
52 H 2.430 0.556 -2.621
53 H 1.265 1.863 -2.786
54 H 1.854 0.026 -0.402
55 H 0.438 -0.039 -1.452
56 H 1.069 1.634 0.967
57 H 0.686 2.674 -0.371
58 H -2.444 2.824 1.288
59 H -0.979 3.622 0.796
60 H -1.534 3.045 3.315
61 H -0.630 1.570 3.058
62 H 0.888 3.891 1.999
63 H 0.398 4.042 3.764
64 H 1.435 2.073 4.245
65 H 2.504 2.747 3.136
66 H -1.214 1.489 -1.898
67 H -1.459 3.094 -1.242
68 H -3.738 2.320 -0.373
69 H -3.434 3.802 -2.658
70 H -5.036 2.235 -2.966
71 H -4.085 0.167 0.111
72 H -3.764 -0.912 -2.678
73 H -5.146 0.188 -2.374
74 H -5.389 -1.778 -0.241
75 H -5.708 -2.062 -3.094
76 H -1.577 -0.517 -1.438
77 H -3.334 -2.337 0.205
78 H -1.601 -2.565 0.329
79 H -3.269 -3.384 -1.972
80 H -2.402 0.552 1.270
81 H 0.242 -0.005 2.021
82 H -0.116 -1.462 1.128
83 H -0.858 -0.607 3.855
84 H -3.324 -1.309 1.971
85 H -3.192 -1.305 3.901

Results
Net charge = +1
ΔE to the lowest compared entry with this formula, charge and spin = 1.002 eV
Structure (SMILES) = [H]/N=C\C[C@H]1[C@H](CC=O)[C@@H](C[C@H]2CO2)[N@@+](CCCN)(CCCCCCCCCCOC)C[C@H]1[PH2]=S

Results of the Mulliken charge analysis, in e, for atoms 1 through 5: C -0.42; O -0.42; C -0.42; C -0.60; C 0.21


(2)
The following is a quantum chemistry calculation of C26H51NO2P2Pb as an isolated structure at a distorted geometry, from the Open Molecules 2025 dataset.

CARTESIAN COORDINATES (ANGSTROEM)
1 Pb 0.034 0.095 -0.378
2 C -1.255 -1.417 0.043
3 O -1.986 -2.278 0.345
4 C 1.432 1.557 -0.610
5 O 2.264 2.375 -0.660
6 P 1.907 -1.491 0.070
7 C 2.490 -2.418 -1.452
8 H 3.330 -3.057 -1.154
9 C 3.498 -0.678 0.645
10 H 3.605 0.115 -0.106
11 C 1.461 -2.906 1.217
12 H 0.617 -3.345 0.668
13 C -3.562 1.113 -0.644
14 P -1.850 1.343 -1.353
15 H -2.169 1.262 -3.823
16 H -3.740 0.047 -0.835
17 C -1.730 3.166 -1.743
18 H -2.686 3.461 -2.192
19 C 3.332 0.013 2.006
20 H 4.165 0.707 2.168
21 H 3.344 -0.716 2.822
22 H 2.399 0.577 2.064
23 C 4.781 -1.522 0.616
24 H 4.768 -2.307 1.376
25 H 5.639 -0.873 0.828
26 H 4.956 -1.991 -0.356
27 C 2.520 -4.000 1.416
28 H 2.957 -4.347 0.475
29 H 2.058 -4.865 1.907
30 H 3.330 -3.653 2.062
31 C 0.911 -2.436 2.571
32 H 0.450 -3.285 3.089
33 H 0.159 -1.654 2.452
34 H 1.707 -2.047 3.212
35 C 1.377 -3.314 -2.012
36 H 1.125 -4.128 -1.327
37 H 1.695 -3.758 -2.963
38 H 0.462 -2.740 -2.195
39 C 2.991 -1.424 -2.510
40 H 2.204 -0.711 -2.780
41 H 3.292 -1.959 -3.418
42 H 3.850 -0.847 -2.156
43 C -4.654 1.930 -1.345
44 H -4.616 1.826 -2.435
45 H -4.567 2.994 -1.103
46 H -5.643 1.596 -1.010
47 C -3.594 1.300 0.880
48 H -3.450 2.346 1.165
49 C -0.464 0.044 -3.259
50 H -2.816 0.708 1.366
51 H -4.569 0.978 1.266
52 C -2.877 -0.658 -3.140
53 H -0.188 -0.688 -2.454
54 H -0.351 -0.547 -4.177
55 H 0.258 0.862 -3.284
56 C -1.911 0.528 -3.049
57 H -2.752 -1.161 -4.107
58 H -3.921 -0.344 -3.060
59 H -2.677 -1.391 -2.352
60 C -0.609 3.458 -2.750
61 H 0.359 3.121 -2.369
62 H -0.543 4.540 -2.915
63 H -0.790 2.985 -3.720
64 C -1.504 3.957 -0.446
65 H -0.610 3.592 0.071
66 H -2.349 3.870 0.241
67 H -1.361 5.019 -0.677
68 H -0.052 -2.576 -5.469
69 H 0.519 -2.987 -5.228
70 C -1.006 2.060 5.843
71 C -0.793 1.528 4.457
72 C -1.473 0.398 4.029
73 C -1.281 -0.080 2.731
74 N -0.394 0.509 1.830
75 C 0.233 1.651 2.276
76 C 0.063 2.162 3.565
77 H -2.078 2.316 5.983
78 H -0.717 1.289 6.588
79 H -0.401 2.973 6.027
80 H -2.167 -0.108 4.690
81 H -1.870 -0.944 2.459
82 H 0.886 2.217 1.644
83 H 0.594 3.060 3.855

Results
Net charge = +4

Results of the Mulliken charge analysis, in e, for atoms 1 through 5: Pb 2.02; C -0.49; O -0.04; C -0.51; O -0.03


(3)
The following is a quantum chemistry calculation of C26H52AlBr2Cl2CsF2I2KN7O4PS as an isolated structure at a distorted geometry, from the Open Molecules 2025 dataset.

CARTESIAN COORDINATES (ANGSTROEM)
1 C -0.532 -2.362 3.392
2 C -0.408 -1.283 2.465
3 C -0.272 -0.175 1.304
4 C 0.835 -0.279 0.076
5 C 2.121 -0.980 0.706
6 C 2.802 -0.374 2.063
7 N 3.104 -1.466 3.101
8 N 0.818 1.010 -0.785
9 C 1.860 1.960 -0.245
10 Cl 3.644 1.540 -0.732
11 C 1.818 3.544 -0.567
12 C 1.574 4.027 -2.100
13 Cl 0.946 4.604 0.745
14 P 1.316 0.578 -2.431
15 N 2.497 -0.805 -2.516
16 O 0.024 -0.176 -3.383
17 C -0.662 1.388 -0.485
18 C -1.595 2.293 -1.433
19 F -1.418 2.282 -2.882
20 C -1.804 3.893 -1.026
21 C -3.270 4.392 -1.667
22 C -1.587 0.244 0.345
23 C -2.365 1.176 1.495
24 C -3.941 0.952 1.771
25 C -4.879 2.029 0.912
26 C -5.763 1.377 -0.292
27 N -6.622 0.195 0.074
28 C -7.179 -0.557 -1.102
29 N -7.812 -0.050 -2.206
30 N -7.096 -2.096 -1.035
31 C -2.344 -0.988 -0.317
32 I -3.134 -0.815 -2.402
33 C -1.706 -2.504 -0.318
34 C -2.588 -3.539 0.663
35 I -1.843 -3.453 -2.335
36 H -0.485 -3.096 4.330
37 H 0.193 0.743 1.911
38 H 0.547 -1.033 -0.809
39 H 1.809 -2.100 0.992
40 H 3.058 -1.150 -0.016
41 H 3.871 0.081 1.789
42 H 2.223 0.479 2.602
43 H 3.302 -2.347 2.579
44 H 4.045 -1.184 3.511
45 H 1.754 1.903 0.945
46 H 2.933 3.952 -0.357
47 H 2.623 4.047 -2.667
48 H 1.222 5.159 -2.070
49 H 0.859 3.391 -2.754
50 H 3.463 -0.431 -2.763
51 H 2.271 -1.448 -3.303
52 H 0.080 0.340 -4.262
53 H -0.393 2.168 0.392
54 H -2.709 1.895 -1.235
55 H -1.036 4.617 -1.529
56 H -1.773 4.105 0.120
57 H -4.052 3.528 -1.748
58 H -3.723 5.231 -0.985
59 H -3.023 4.900 -2.718
60 H -1.832 1.101 2.562
61 H -2.317 2.344 1.251
62 H -4.113 1.324 2.900
63 H -4.358 -0.132 1.790
64 H -4.267 2.920 0.467
65 H -5.667 2.527 1.659
66 H -6.531 2.232 -0.624
67 H -5.085 1.224 -1.250
68 H -7.398 0.506 0.698
69 H -7.826 0.986 -2.091
70 H -6.761 -2.408 -0.101
71 H -6.544 -2.480 -1.828
72 H -3.392 -1.212 0.229
73 H -0.619 -2.626 0.047
74 H -3.519 -3.994 0.123
75 H -2.875 -2.864 1.606
76 H -1.827 -4.341 1.083
77 Br 2.174 -3.381 4.294
78 C 7.093 -0.756 -3.544
79 C 5.894 -1.680 -3.402
80 N 4.899 -2.446 -3.284
81 H 7.402 -0.706 -4.592
82 H 6.832 0.249 -3.201
83 H 7.926 -1.132 -2.944
84 Cs -5.026 -3.273 -2.519
85 O -4.256 7.026 0.341
86 H -3.396 6.843 0.672
87 C 7.087 -4.643 2.020
88 S 6.781 -4.180 0.298
89 O 8.107 -3.854 -0.323
90 C 5.956 -2.615 0.672
91 H 7.635 -5.587 2.034
92 H 7.682 -3.871 2.514
93 H 6.133 -4.770 2.538
94 H 6.622 -1.970 1.250
95 H 5.040 -2.810 1.235
96 H 5.702 -2.122 -0.270
97 Al 3.074 3.239 1.772
98 O 2.335 -6.469 6.430
99 H 2.014 -5.653 6.089
100 Br -1.726 -5.331 2.144
101 F 5.174 3.933 3.383
102 K -3.826 1.521 -2.934

Results
Net charge = +1

Results of the Mulliken charge analysis, in e, for atoms 1 through 5: C -1.61; C -1.11; C -0.23; C -0.23; C -1.03


no.,energy (Ha),orbital gap (eV)
1,-2150.40718,9.018
2,-2100.27640,6.972
3,-10170.02611,1.069